# 1
Density functional theory data (ωB97M-V/def2-TZVPD) for a cluster of 8 separate species, C46H72N2O24 in total.

```
144
Properties=species:S:1:pos:R:3
O -0.908 -4.170 1.814
C -0.873 -2.846 1.508
O -1.878 -1.941 2.154
C -3.024 -1.959 1.199
C -4.081 -3.193 1.290
N -5.298 -3.400 0.431
C -5.360 -2.291 -0.581
C -6.639 -2.333 -1.652
C -6.902 -1.231 -2.837
C -5.851 0.026 -2.951
C -4.565 0.125 -1.886
C -3.604 1.456 -2.069
C -2.007 1.123 -2.230
C -1.235 2.605 -2.285
O -1.798 3.510 -3.301
C -4.333 -1.038 -0.716
N -3.157 -0.846 0.199
C 0.250 -2.335 0.415
C 1.514 -1.339 0.732
C 2.567 -0.914 -0.492
C 2.395 -1.457 -2.047
C 1.100 -2.419 -2.363
C 0.058 -2.846 -1.147
H -3.881 -4.010 2.136
H -7.416 -3.232 -1.540
H -7.854 -1.350 -3.548
H -6.035 0.842 -3.774
H -3.929 2.013 -3.073
H -3.761 2.252 -1.209
H -1.521 0.554 -1.330
H -1.730 0.533 -3.223
H -1.259 3.149 -1.222
H -0.079 2.447 -2.529
H -2.041 2.983 -4.125
H 1.682 -0.936 1.825
H 3.487 -0.225 -0.266
H 3.147 -1.147 -2.902
H 0.964 -2.803 -3.474
H -0.849 -3.544 -1.470
C -1.085 -5.405 -8.520
C -1.669 -4.236 -7.748
O -2.363 -4.699 -6.583
C -1.584 -4.968 -5.504
O -0.370 -4.848 -5.447
O -2.386 -5.411 -4.505
C -1.684 -5.782 -3.322
H -1.861 -6.145 -8.745
H -0.637 -5.065 -9.458
H -0.315 -5.919 -7.936
H -2.405 -3.718 -8.371
H -0.899 -3.502 -7.483
H -1.036 -4.970 -2.974
H -1.101 -6.691 -3.502
H -2.420 -5.991 -2.541
C -6.111 -11.690 -1.959
C -4.709 -11.233 -1.598
O -4.553 -9.833 -1.859
C -5.027 -9.001 -0.898
O -5.560 -9.339 0.146
O -4.821 -7.724 -1.309
C -5.324 -6.740 -0.408
H -6.353 -11.414 -2.991
H -6.206 -12.774 -1.851
H -6.859 -11.212 -1.319
H -3.982 -11.758 -2.226
H -4.464 -11.470 -0.556
H -4.936 -6.895 0.605
H -6.418 -6.756 -0.409
H -4.991 -5.759 -0.756
C 4.122 6.321 -0.700
C 2.785 5.756 -0.255
O 2.893 4.351 0.005
C 3.391 4.017 1.222
O 3.744 4.796 2.093
O 3.447 2.663 1.297
C 4.005 2.175 2.514
H 4.517 5.753 -1.549
H 4.023 7.370 -0.990
H 4.866 6.252 0.101
H 2.054 5.875 -1.060
H 2.392 6.290 0.618
H 3.490 2.595 3.384
H 5.076 2.401 2.552
H 3.880 1.089 2.533
C 7.179 7.083 3.627
C 6.240 5.980 4.081
O 6.950 4.996 4.843
C 7.155 5.301 6.149
O 6.790 6.320 6.714
O 7.853 4.285 6.714
C 8.183 4.504 8.084
H 8.039 6.662 3.094
H 6.662 7.785 2.967
H 7.576 7.640 4.481
H 5.829 5.468 3.205
H 5.391 6.380 4.647
H 7.292 4.744 8.673
H 8.928 5.301 8.166
H 8.617 3.581 8.480
C 14.926 5.351 3.425
C 14.070 6.474 2.866
O 12.698 6.070 2.787
C 11.992 6.164 3.942
O 12.420 6.557 5.016
O 10.731 5.727 3.701
C 9.891 5.723 4.853
H 14.778 4.431 2.848
H 15.985 5.621 3.398
H 14.652 5.124 4.460
H 14.393 6.705 1.846
H 14.178 7.394 3.453
H 9.880 6.704 5.339
H 10.219 4.948 5.553
H 8.872 5.490 4.530
C -7.874 -9.238 2.019
C -8.730 -8.115 1.461
O -10.102 -8.519 1.382
C -10.808 -8.426 2.537
O -10.380 -8.033 3.610
O -12.069 -8.863 2.296
C -12.909 -8.866 3.448
H -8.022 -10.158 1.443
H -6.815 -8.969 1.993
H -8.148 -9.465 3.055
H -8.407 -7.885 0.441
H -8.622 -7.196 2.048
H -12.920 -7.885 3.934
H -12.581 -9.641 4.147
H -13.928 -9.100 3.124
C -1.448 11.594 -2.575
C -0.262 10.791 -3.079
O 0.062 9.741 -2.159
C -0.690 8.617 -2.265
O -1.596 8.431 -3.062
O -0.272 7.740 -1.318
C -1.020 6.526 -1.285
H -1.267 11.952 -1.556
H -1.638 12.453 -3.225
H -2.353 10.980 -2.539
H 0.617 11.441 -3.142
H -0.441 10.394 -4.085
H -1.051 6.053 -2.272
H -2.032 6.720 -0.916
H -0.524 5.841 -0.592
```

Calculated values
**E**: -100969.062 eV
**HOMO energy**: -8.50 eV
**SMILES**: O=C(Oc1cnc2cccc(CCCO)c2n1)c1ccccc1.CCOC(=O)OC.CCOC(=O)OC.CCOC(=O)OC.CCOC(=O)OC.CCOC(=O)OC.CCOC(=O)OC.CCOC(=O)OC
**Frontier orbital gap**: 6.909 eV
**Total charge**: 0

Atom charges from the Mulliken analysis, given in e for atoms 1 to 99: O -0.479; C 0.196; O -0.337; C 0.232; C -0.182; N -0.403; C 0.392; C -0.417; C -0.480; C -0.616; C 0.425; C -0.406; C -0.250; C -0.423; O -0.495; C 0.437; N -0.299; C 0.638; C -0.381; C -0.232; C -0.532; C -0.305; C -0.081; H 0.324; H 0.271; H 0.288; H 0.210; H 0.242; H 0.294; H 0.156; H 0.200; H 0.239; H 0.260; H 0.295; H 0.288; H 0.253; H 0.296; H 0.290; H 0.146; C -1.078; C -0.156; O -0.373; C 0.721; O -0.568; O -0.276; C -0.060; H 0.290; H 0.353; H 0.304; H 0.287; H 0.292; H -0.174; H 0.312; H 0.107; C -0.979; C -0.155; O -0.349; C 0.657; O -0.549; O -0.280; C -0.302; H 0.287; H 0.364; H 0.194; H 0.304; H 0.289; H 0.325; H 0.125; H 0.037; C -1.133; C 0.115; O -0.333; C 0.671; O -0.566; O -0.228; C -0.674; H 0.310; H 0.368; H 0.198; H 0.107; H 0.317; H 0.321; H 0.324; H 0.183; C -1.248; C 0.399; O -0.486; C 0.814; O -0.583; O -0.292; C -0.686; H 0.273; H 0.437; H 0.336; H -0.160; H 0.407; H 0.317; H 0.297; H 0.242

# 2
Density functional theory data (ωB97M-V/def2-TZVPD) for an isolated molecule of C2H5NO.

```
9
Properties=species:S:1:pos:R:3
C -1.545 -0.342 0.046
C 0.742 0.533 0.064
N -0.654 0.792 -0.152
O 1.112 -0.796 -0.005
H -2.584 -0.187 0.049
H -1.145 -1.328 0.239
H 1.017 0.974 0.996
H 1.201 1.072 -0.674
H 1.854 -0.718 -0.563
```

Calculated values
**Spin multiplicity**: 3
**E**: -5687.318 eV
**HOMO energy (alpha / beta)**: -7.06 / -9.93 eV
**Frontier orbital gap (alpha / beta)**: 7.879 / 7.946 eV
**Total charge**: 0

How is the electron density shared among the atoms? According to natural (NBO), the charges in e are: C -0.175; C 0.007; N -0.262; O -0.704; H 0.156; H 0.159; H 0.175; H 0.174; H 0.471

# 3
Density functional theory data (ωB97M-V/def2-TZVPD) for a cluster of 2 separate species, C52H61N4O2 in total.

```
119
Properties=species:S:1:pos:R:3
C -1.021 3.034 -3.186
C -0.150 1.835 -3.533
C -1.044 0.663 -3.938
C 0.728 2.245 -4.723
C 0.786 1.400 -2.388
C 1.633 0.315 -2.621
C 2.512 -0.124 -1.632
C 2.643 0.606 -0.447
C 2.058 1.866 -0.326
C 2.701 2.930 0.604
C 2.064 2.939 1.992
C 2.604 4.319 -0.021
C 4.187 2.597 0.793
C 0.869 2.013 -1.109
N -0.347 2.292 -0.415
C -1.240 1.281 -0.071
C -1.048 -0.062 -0.396
C -2.235 -0.888 -0.439
C -3.413 -0.385 -1.081
C -4.660 -0.887 -0.783
C -4.718 -1.943 0.164
N -5.872 -2.067 0.987
O -5.792 -2.829 1.984
O -6.893 -1.386 0.738
C -3.570 -2.647 0.579
C -2.332 -2.140 0.231
N -2.100 1.833 0.873
C -3.147 1.246 1.682
C -2.840 0.273 2.675
C -1.472 0.144 3.435
C -1.416 -1.155 4.238
C -1.341 1.349 4.374
C -0.240 0.104 2.554
C -3.921 -0.469 3.177
C -5.208 0.057 3.147
C -5.405 1.273 2.511
C -4.460 1.789 1.617
C -5.054 2.897 0.692
C -6.471 2.479 0.256
C -4.307 3.155 -0.606
C -5.176 4.203 1.482
C -1.712 3.152 1.097
C -0.670 3.433 0.298
H -0.412 3.887 -2.867
H -1.581 3.333 -4.084
H -1.755 2.786 -2.413
H -0.462 -0.169 -4.354
H -1.593 0.290 -3.064
H -1.773 0.986 -4.696
H 1.355 1.417 -5.071
H 0.111 2.588 -5.565
H 1.383 3.074 -4.425
H 1.592 -0.217 -3.570
H 3.126 -1.006 -1.807
H 3.234 0.221 0.385
H 2.103 1.945 2.456
H 2.611 3.644 2.637
H 1.023 3.275 1.955
H 3.074 4.322 -1.011
H 1.567 4.633 -0.141
H 3.106 5.053 0.621
H 4.695 2.512 -0.175
H 4.686 3.384 1.371
H 4.319 1.659 1.344
H -0.054 -0.437 -0.632
H -3.300 0.447 -1.785
H -5.591 -0.485 -1.196
H -3.702 -3.525 1.215
H -1.419 -2.653 0.544
H -1.555 -2.021 3.580
H -0.427 -1.251 4.700
H -2.156 -1.188 5.042
H -1.315 2.286 3.802
H -2.190 1.394 5.067
H -0.413 1.275 4.956
H -0.067 1.046 2.032
H 0.644 -0.090 3.182
H -0.301 -0.710 1.827
H -3.772 -1.436 3.654
H -6.039 -0.439 3.654
H -6.367 1.769 2.646
H -7.191 2.510 1.080
H -6.845 3.165 -0.518
H -6.464 1.464 -0.162
H -3.395 3.741 -0.465
H -4.089 2.210 -1.120
H -4.960 3.748 -1.267
H -4.201 4.561 1.828
H -5.614 4.989 0.854
H -5.817 4.078 2.360
H -2.256 3.771 1.791
H -0.185 4.374 0.108
C 6.668 -6.230 -0.751
N 5.614 -5.219 -0.786
C 4.428 -5.524 -1.418
C 4.315 -6.724 -2.135
C 3.135 -7.044 -2.795
C 2.051 -6.151 -2.755
C 2.155 -4.943 -2.062
C 3.353 -4.562 -1.394
C 3.552 -3.302 -0.790
C 4.866 -2.945 -0.393
C 5.923 -3.927 -0.419
C 7.263 -3.574 -0.177
C 7.607 -2.263 0.136
C 6.599 -1.288 0.215
C 5.276 -1.637 -0.033
H 7.303 -6.069 0.123
H 6.227 -7.226 -0.643
H 7.278 -6.197 -1.669
H 5.162 -7.419 -2.205
H 3.077 -7.987 -3.342
H 1.128 -6.413 -3.271
H 1.324 -4.241 -2.038
H 2.730 -2.603 -0.697
H 8.062 -4.323 -0.254
H 8.652 -2.007 0.311
H 6.864 -0.262 0.469
H 4.509 -0.874 0.007
```

Calculated values
**E**: -64958.196 eV
**HOMO energy**: -8.21 eV
**Frontier orbital gap**: 3.133 eV
**Total charge**: +1

Atom charges from the Mulliken analysis, given in e for atoms 1 to 99: C -1.651; C 2.107; C -1.850; C -1.806; C 0.679; C -1.093; C -1.719; C -0.241; C -1.027; C 1.940; C -1.384; C -1.608; C -1.811; C -0.394; N 1.340; C 1.526; C -0.776; C 0.252; C -0.244; C -0.531; C -0.757; N 1.066; O -0.622; O -0.617; C -0.617; C -0.342; N 1.996; C -0.263; C 0.116; C 2.258; C -2.299; C -1.816; C -0.867; C 0.187; C -1.392; C -0.395; C -0.370; C 2.010; C -1.625; C -1.681; C -1.742; C -1.005; C -1.405; H 0.184; H 0.595; H 0.117; H 0.329; H 0.520; H 0.412; H 0.311; H 0.466; H 0.412; H 0.415; H 0.880; H 0.965; H 0.172; H 0.598; H 0.222; H 0.386; H 0.173; H 0.441; H 0.380; H 0.465; H 0.354; H -0.100; H 0.333; H 0.520; H 0.457; H 0.369; H 0.442; H 0.454; H 0.441; H 0.237; H 0.361; H 0.460; H -0.686; H 0.906; H -0.054; H 0.450; H 0.335; H 0.334; H 0.420; H 0.434; H 0.253; H 0.265; H 0.040; H 0.722; H 0.277; H 0.450; H 0.339; H 0.390; H 0.500; C -1.618; N 0.057; C 0.850; C -0.732; C -0.614; C -0.808; C -0.611